A cluster of 2 separate species, C4H9NO in total. Source: the OMol25 dataset; level of theory: wB97M-V/def2-TZVPD.

```
15
Properties=species:S:1:pos:R:3:lowdin_charge:R:1
C 0.46 -2.16 -0.63 0.126
C 0.49 -0.97 -0.40 -0.250
N 0.86 0.35 -0.29 -0.154
C 1.99 0.73 0.55 -0.080
H 0.32 -3.20 -0.71 0.016
H 0.52 0.97 -1.02 0.143
H 1.70 0.65 1.60 0.083
H 2.25 1.77 0.34 0.085
H 2.84 0.08 0.35 0.081
C -1.90 0.39 0.36 -0.219
O -2.21 0.34 -1.02 -0.135
H -2.59 -0.22 0.96 0.071
H -2.08 1.41 0.69 0.059
H -0.63 0.42 0.58 0.112
H -2.01 -0.55 -1.35 0.062
```

The energy comes out at -7827.356 eV. The structure (SMILES) is C#CNC.CO. The calculation puts the strongest force on any atom at 4.72 eV Å⁻¹. The LUMO energy comes out at 0.90 eV. Its gap between HOMO and LUMO is 0.3455 hartree. The calculation puts the relative energy (zero: lowest compared OMol25 entry of this formula, charge and spin) at 478.9 kJ/mol.

***

The molecule C4H5N3O. Source: the OMol25 dataset; level of theory: wB97M-V/def2-TZVPD.

```
13
Properties=species:S:1:pos:R:3:lowdin_charge:R:1
H -3.45 -0.84 0.23 0.076
N -2.48 -1.23 -0.07 0.099
C -1.46 -0.39 0.01 -0.370
O -1.58 1.00 0.11 -0.028
N -0.38 1.66 -0.07 0.053
C 0.49 0.59 -0.33 -0.196
C -0.10 -0.64 -0.40 -0.083
N 1.19 -1.27 0.34 0.036
C 1.88 0.00 -0.01 -0.154
H -0.26 2.57 0.47 0.187
H 1.38 -2.10 -0.23 0.091
H 2.52 0.04 -0.98 0.144
H 2.25 0.60 0.94 0.146
```

The energy comes out at -10740.780 eV. The structure (SMILES) is [H]/N=c1\o[nH]c2c1NC2. The calculation puts the strongest force on any atom at 4.27 eV Å⁻¹. The LUMO energy comes out at 0.45 eV. Its gap between HOMO and LUMO is 0.3191 hartree. The calculation puts the relative energy (zero: lowest compared OMol25 entry of this formula, charge and spin) at 659.4 kJ/mol.